ORCA calculation (the ωB97M-V functional and the def2-TZVPD basis) on an isolated molecule of C3H6N4O in a non-equilibrium geometry.

Total charge ... 0
Strongest force on any atom ... 0.098 hartree/bohr
Gap between HOMO and LUMO ... 8.94 eV
Energy relative to the best compared isomer or geometry (same formula, charge and spin) ... 112.0 kcal per mole

Cartesian coordinates (Å):
1 C 2.6425 0.2997 -0.2545
2 C -0.7591 1.2991 0.6282
3 C -1.1471 -1.1953 -0.2644
4 N 2.3122 -0.8499 -0.5875
5 N 1.1039 -1.3421 -0.6766
6 N 0.4285 0.5131 0.3942
7 N 0.2212 -0.6028 -0.1715
8 O 3.1234 1.3492 -0.0147
9 H -1.2526 1.4619 -0.4131
10 H -1.4353 0.8593 1.2535
11 H -0.4902 2.1973 0.9841
12 H -1.7768 -0.8406 0.5663
13 H -1.2338 -2.2836 -0.2638
14 H -1.7369 -0.8653 -1.1801

Forces on the atoms, in the same order (eV/Å):
-0.43 1.67 0.46
0.18 -1.46 -4.82
-2.05 0.46 -0.67
2.73 1.47 0.14
-0.70 -1.96 -0.56
0.76 0.48 0.16
-3.07 -0.85 0.21
0.06 -1.81 -0.42
0.39 0.02 1.74
-1.87 -1.09 1.81
1.08 3.20 1.29
0.63 -0.23 -0.22
1.02 0.20 0.00
1.26 -0.09 0.87